# 1
ORCA calculation (wB97M-V/def2-TZVPD) on F26K4NO4P4S2 as an isolated structure.

## Properties
F_max: 10.30 eV/Å
calculated total energy: -204491.827 eV
LUMO level: -0.02063 Ha
net charge: -1
orbital gap: 7.4918 eV

Atoms and positions in Å:
K (1.3531, -0.3858, -2.5548)
K (-2.3605, 2.4750, 1.0766)
K (1.4673, -3.9454, 0.3035)
K (1.8218, -0.7290, 4.5241)
N (2.1372, 5.1082, 1.1653)
S (1.9530, 5.9636, 2.4043)
O (2.6192, 5.6044, 3.6014)
O (0.7367, 6.7465, 2.4254)
F (2.8613, 7.1908, 1.8351)
S (1.2534, 3.8946, 1.9127)
O (-0.1967, 3.9581, 1.7267)
O (1.6915, 3.1550, 3.0689)
F (1.6959, 2.8050, 0.7904)
P (-5.3126, 0.8513, 0.5603)
F (-6.5018, 1.2879, -0.4594)
F (-5.0238, 2.3580, 0.9219)
F (-6.4393, 0.8544, 1.6799)
F (-4.1464, 0.5526, 1.6752)
F (-5.5782, -0.7050, 0.2390)
F (-4.1881, 0.9468, -0.7077)
P (-0.3720, -0.8509, 1.1123)
F (0.8445, -0.7805, 2.1432)
F (-1.3724, -0.3581, 2.2982)
F (-0.0055, 0.7628, 0.8810)
F (-1.6647, -0.6466, 0.1229)
F (0.6309, -1.2587, -0.1568)
F (-0.7026, -2.4578, 1.4077)
P (4.3226, -2.6426, -1.7012)
F (3.2881, -2.0318, -0.5916)
F (4.2738, -1.1106, -2.2507)
F (5.6094, -2.3168, -0.6387)
F (5.3454, -3.1973, -2.7832)
F (4.0488, -4.1074, -1.1120)
F (3.0551, -2.8469, -2.6991)
P (-0.9934, -3.4652, -3.2205)
F (-1.7643, -2.0481, -2.9967)
F (-0.0479, -3.1275, -1.9224)
F (-2.0367, -4.1650, -2.1456)
F (-0.3648, -4.9417, -3.4759)
F (-2.0961, -3.6711, -4.3507)
F (0.1589, -2.7251, -4.1091)

***

# 2
ORCA calculation (wB97M-V/def2-TZVPD) on F2H2N2 as an isolated structure.

## Properties
F_max: 3.50 eV/Å
calculated total energy: -8442.402 eV
LUMO level: -0.02339 Ha
energy relative to the best compared isomer or geometry (same formula, charge and spin): 225.2 kJ/mol
orbital gap: 10.8552 eV

Atoms and positions in Å:
N (0.2879, 0.1447, -0.6417)
N (-0.7653, 0.2374, -0.0393)
F (1.7458, 0.4145, 0.0889)
F (-0.9757, -0.9510, 1.1220)
H (0.6053, -0.7384, -1.1958)
H (-0.8981, 0.8928, 0.6658)

***

# 3
ORCA calculation (wB97M-V/def2-TZVPD) on a 2-piece molecular cluster, F2H2S2Si overall.

## Properties
F_max: 4.03 eV/Å
calculated total energy: -35014.292 eV
LUMO level (spin up / spin down): -0.01856 / -0.15632 Ha
energy relative to the best compared isomer or geometry (same formula, charge and spin): 23.1 kJ/mol
2S+1: 3
orbital gap (spin up / spin down): 5.4501 / 6.3037 eV

Atoms and positions in Å:
F (-2.5780, -1.5879, -0.3646)
F (2.1002, 2.1828, -0.1291)
Si (1.1167, 0.9345, -0.1800)
S (0.0458, 0.2077, -1.6791)
S (1.1117, 0.2412, 1.8204)
H (-2.0679, -1.2118, -1.0599)
H (0.2716, -0.7665, 1.5922)

***

# 4
ORCA calculation (wB97M-V/def2-TZVPD) on F2H44HfO22 as an isolated structure.

## Properties
F_max: 3.28 eV/Å
calculated total energy: -52496.201 eV
LUMO level: -0.19225 Ha
net charge: +2
orbital gap: 9.4260 eV

Atoms and positions in Å:
Hf (0.4119, 0.0685, 0.1243)
F (-1.7936, 0.8527, 0.7178)
F (1.8121, -1.8192, 0.3390)
O (1.5406, -1.6741, 3.7969)
H (2.2702, -2.2936, 3.7821)
H (1.4749, -1.4026, 4.7125)
O (2.5697, 0.7585, -0.6188)
H (3.2971, 0.1556, -0.7726)
H (2.8200, 1.5591, -1.0798)
O (0.7197, 2.4720, 0.3525)
H (0.6889, 3.0750, 1.0953)
H (1.0944, 2.9888, -0.3607)
O (-3.3718, 2.6549, 2.6297)
H (-3.3321, 2.1015, 3.4096)
H (-2.9147, 2.1524, 1.9553)
O (0.9486, -0.8778, -2.1577)
H (1.7549, -1.0488, -2.6445)
H (0.2477, -1.0455, -2.7876)
O (-1.1992, -4.1354, 0.3414)
H (-2.0015, -4.6574, 0.3344)
H (-0.7149, -4.4499, 1.1048)
O (1.6268, 0.6505, 2.1421)
H (1.6326, 0.0662, 2.9003)
H (2.3397, 1.2671, 2.3089)
O (0.7705, 4.1463, 2.1999)
H (1.3360, 4.4705, 2.9009)
H (0.0223, 4.7433, 2.1998)
O (3.8562, 1.9089, 2.0209)
H (4.6470, 1.3904, 1.8723)
H (4.1265, 2.8118, 1.8541)
O (1.8531, 3.3957, -1.8834)
H (1.2178, 3.9533, -2.3325)
H (2.5534, 3.2665, -2.5229)
O (3.3689, -3.7449, -0.8243)
H (2.7519, -3.0388, -0.6325)
H (3.3903, -4.2691, -0.0237)
O (-2.6790, -1.2904, 3.6713)
H (-2.8687, -0.4137, 4.0056)
H (-3.2719, -1.8652, 4.1554)
O (0.8985, -4.2728, 2.2297)
H (1.6873, -4.7596, 2.4685)
H (1.2229, -3.5098, 1.7513)
O (-0.4790, -1.2064, 2.0317)
H (-1.4169, -1.1679, 2.2190)
H (-0.0948, -1.6071, 2.8115)
O (3.5337, -0.6772, -3.4188)
H (4.3418, -0.1674, -3.4762)
H (3.6272, -1.3518, -4.0914)
O (-0.5581, 1.1743, -1.7421)
H (-1.3101, 1.7495, -1.6016)
H (-0.3723, 1.2464, -2.6783)
O (-0.5605, 1.6792, -4.2382)
H (-0.2418, 2.5483, -4.4820)
H (-1.3995, 1.5955, -4.6913)
O (-1.2311, -1.5011, -0.6112)
H (-1.3909, -2.4414, -0.5306)
H (-1.9917, -1.1684, -1.0878)
O (-2.4831, 3.1659, -1.6946)
H (-2.8269, 3.9015, -1.1878)
H (-3.2461, 2.6129, -1.8628)
O (-4.5065, 0.0895, 0.4528)
H (-4.7803, -0.1052, 1.3491)
H (-3.6945, 0.5866, 0.5526)
O (-3.9293, -1.8337, -1.4113)
H (-4.7210, -2.0428, -1.9071)
H (-4.2288, -1.2468, -0.7171)
O (-0.8084, -1.5344, -3.9056)
H (-0.4192, -1.5982, -4.7778)
H (-1.6173, -1.0405, -4.0392)

***

# 5
ORCA calculation (wB97M-V/def2-TZVPD) on F2HInO2P as an isolated structure.

## Properties
F_max: 6.07 eV/Å
calculated total energy: -23966.951 eV
LUMO level: -0.81877 Ha
net charge: +3
orbital gap: 5.8829 eV

Atoms and positions in Å:
H (-1.1221, 1.1004, 0.7868)
P (0.2330, 0.1305, -0.3363)
F (1.7765, 0.2373, -0.2927)
F (-0.1520, -0.7860, -1.5174)
O (-0.6104, 1.4136, -0.2769)
O (-0.3231, -0.4085, 1.0114)
In (-0.2347, -1.8190, 2.2089)

***

# 6
ORCA calculation (wB97M-V/def2-TZVPD) on F2Sr3 as an isolated structure.

## Properties
F_max: 1.79 eV/Å
calculated total energy: -7897.947 eV
LUMO level: -0.51296 Ha
net charge: +4
energy relative to the best compared isomer or geometry (same formula, charge and spin): 498.0 kJ/mol
orbital gap: 5.2910 eV

Atoms and positions in Å:
Sr (-7.3494, -22.8931, 11.2222)
Sr (-12.3623, -18.9649, 10.8751)
Sr (-12.5141, -25.8836, 8.2015)
F (-10.9746, -22.8676, 9.6714)
F (-9.5765, -20.2106, 12.9196)

***

# 7
ORCA calculation (wB97M-V/def2-TZVPD) on a 2-piece molecular cluster, F3H3SSi2 overall.

## Properties
F_max: 4.75 eV/Å
calculated total energy: -34792.750 eV
LUMO level (spin up / spin down): 0.00933 / -0.12651 Ha
energy relative to the best compared isomer or geometry (same formula, charge and spin): 51.9 kJ/mol
2S+1: 3
orbital gap (spin up / spin down): 7.2922 / 6.3386 eV

Atoms and positions in Å:
F (-3.9363, -0.1921, -0.1899)
F (-2.0861, 0.1058, -1.9077)
F (-1.6043, 0.9478, 0.4440)
Si (1.6027, 0.3533, 0.9829)
Si (-2.3259, -0.2546, -0.3432)
S (3.6923, 1.0466, 0.8274)
H (2.1217, -0.7676, 0.1048)
H (-1.9398, -1.5250, -0.0895)
H (4.4756, 0.2858, 0.1711)

***

# 8
ORCA calculation (wB97M-V/def2-TZVPD) on a 2-piece molecular cluster, F3HN2 overall.

## Properties
F_max: 3.88 eV/Å
calculated total energy: -11140.464 eV
LUMO level (spin up / spin down): -0.02866 / -0.02403 Ha
energy relative to the best compared isomer or geometry (same formula, charge and spin): 377.1 kJ/mol
orbital gap (spin up / spin down): 10.2698 / 10.4024 eV

Atoms and positions in Å:
N (1.2935, 0.2729, 0.2944)
N (-1.1406, 0.0127, -0.4918)
F (2.0392, -0.1683, -0.7893)
F (-1.7157, 1.1437, -0.5060)
F (-1.4502, -0.7207, 0.6642)
H (0.9739, -0.5403, 0.8284)

***

# 9
ORCA calculation (wB97M-V/def2-TZVPD) on F3NO3S2 as an isolated structure.

## Properties
F_max: 4.16 eV/Å
calculated total energy: -37451.491 eV
LUMO level: -0.06947 Ha
energy relative to the best compared isomer or geometry (same formula, charge and spin): 146.5 kJ/mol
orbital gap: 10.8254 eV

Atoms and positions in Å:
N (-0.2572, 0.3202, -1.3048)
O (-2.6159, 0.5072, -0.4797)
O (0.9283, -0.8745, 1.0369)
O (2.3862, -0.5291, -0.8593)
F (-1.2041, -1.4374, 0.2861)
F (-0.9530, 0.5855, 1.1690)
F (1.7208, 1.4308, 0.4976)
S (-1.3128, 0.0639, -0.2723)
S (1.3078, -0.0666, -0.0735)